Record 1
Density functional theory data (ωB97M-V with the def2-TZVPD basis set) for a 6-piece molecular cluster, C12H24Br12 overall at a distorted geometry.

## Properties
- charge = 0
- highest occupied orbital energy (Ha) = -0.3660
- ΔE to the lowest compared entry with this formula, charge and spin (kJ/mol) = 166.9
- lowest unoccupied orbital energy (hartree) = 0.006

XYZ file:
```
48
Properties=species:S:1:pos:R:3:nbo_charge:R:1
Br 2.8227 7.6886 1.0883 -0.028
C 1.9398 5.9169 1.0004 -0.432
C 2.0013 5.1574 2.4050 -0.419
Br 0.7928 3.5981 2.2373 -0.041
H 2.5133 5.3688 0.2529 0.234
H 0.8959 6.1009 0.7463 0.231
H 1.7457 5.6719 3.3313 0.237
H 2.9144 4.5694 2.4974 0.228
Br -2.2659 -0.1798 3.7780 -0.040
C -3.3587 -1.4439 2.6326 -0.409
C -3.6294 -0.7260 1.3369 -0.450
Br -4.7420 -1.8307 0.1537 -0.011
H -4.3487 -1.5306 3.0804 0.222
H -2.8990 -2.4267 2.5285 0.240
H -2.6643 -0.4025 0.9469 0.215
H -4.2347 0.1796 1.3751 0.232
Br 0.6114 1.7570 -1.0905 -0.022
C 0.7088 0.4482 0.3570 -0.450
C 0.0363 -0.8014 -0.2279 -0.428
Br 0.0687 -2.2550 1.1651 -0.063
H 0.3300 0.8624 1.2914 0.241
H 1.7975 0.3966 0.3572 0.244
H 0.4852 -1.1611 -1.1538 0.235
H -1.0062 -0.7719 -0.5448 0.237
Br -3.3121 -5.4187 -1.0609 -0.074
C -1.2432 -5.3780 -0.9360 -0.387
C -0.6413 -5.1053 -2.2861 -0.446
Br 1.2616 -4.6554 -2.0131 -0.014
H -1.0773 -6.3976 -0.5882 0.224
H -0.8590 -4.6604 -0.2111 0.238
H -1.1009 -4.2633 -2.8037 0.228
H -0.7441 -5.9701 -2.9416 0.228
Br 8.1254 0.1114 2.6477 0.007
C 6.6999 1.4276 2.2210 -0.452
C 5.3922 0.6372 1.8545 -0.390
Br 3.8202 1.9326 1.5727 -0.068
H 6.8921 2.1966 1.4728 0.228
H 6.4619 2.0569 3.0785 0.221
H 5.2016 0.0096 2.7250 0.228
H 5.5613 0.1519 0.8932 0.225
Br -2.8770 0.4387 -2.0730 -0.025
C -3.4433 -0.5242 -3.7170 -0.436
C -4.2350 0.3638 -4.6138 -0.404
Br -5.0711 -0.7417 -6.1001 -0.043
H -4.0420 -1.3462 -3.3245 0.232
H -2.5905 -0.9976 -4.2036 0.227
H -3.6206 1.1433 -5.0645 0.227
H -5.0734 0.8026 -4.0728 0.229
```

---

Record 2
Density functional theory data (ωB97M-V with the def2-TZVPD basis set) for C12H24Cl2GdN3O2P2 as an isolated structure at a distorted geometry.

## Properties
- charge = +2
- highest occupied orbital energy (spin up / spin down) (Ha) = -0.5426 / -0.5381
- ΔE to the lowest compared entry with this formula, charge and spin (kJ/mol) = 0.0
- lowest unoccupied orbital energy (spin up / spin down) (hartree) = -0.289 / -0.378
- spin multiplicity = 8

XYZ file:
```
46
Properties=species:S:1:pos:R:3:lowdin_spin:R:1
C 4.0198 1.6977 2.2118 0.000
C 3.0526 0.8354 1.4760 0.000
H 4.7969 1.0361 2.5507 0.000
H 3.5020 2.1881 3.0707 0.000
H 4.4421 2.4402 1.5231 0.000
O 3.1655 -0.3482 1.2139 0.000
Cl 1.6300 1.7874 1.1052 0.004
Gd -0.7433 0.6812 -1.7766 6.796
P 1.9423 0.8495 -2.6957 0.017
C 2.8629 -0.4420 -3.6119 0.003
C 1.4726 2.0332 -4.0323 -0.004
H 3.0251 2.5689 -1.3611 0.000
H 4.0737 2.0665 -2.7148 0.002
H 3.9105 1.0124 -1.2861 0.000
C 3.3717 1.7073 -1.9412 0.007
H 1.0353 2.9453 -3.5788 0.000
H 2.3767 2.3125 -4.5993 0.000
H 3.6192 -0.0053 -4.2845 0.001
H 2.1630 -1.0485 -4.2053 0.000
H 0.7435 1.5706 -4.7210 0.000
H 3.3737 -1.0879 -2.8829 0.000
C 0.5979 -1.2368 -1.3674 -0.021
O 1.2238 -2.1850 -1.1226 0.009
Cl -2.8144 -0.0344 -2.9605 0.023
C -3.3351 -0.0306 2.8182 0.001
N -3.6558 0.0571 1.3707 -0.002
C -4.0479 -1.2813 0.8664 0.001
N -3.0566 -2.3381 1.1781 0.024
C -2.7367 -2.3330 2.6231 0.005
N -2.2780 -1.0136 3.1000 0.040
C -0.9825 -0.6212 2.5101 0.015
P -1.0600 -0.5081 0.6638 0.083
C -2.5535 0.6342 0.5954 -0.010
C -1.8449 -2.1999 0.3645 0.010
H -4.2576 -0.3513 3.3364 0.000
H -3.0117 0.9636 3.1740 0.000
H -4.1799 -1.2236 -0.2270 0.000
H -4.9889 -1.5527 1.3666 0.000
H -1.9487 -3.0794 2.8079 0.000
H -3.6592 -2.5976 3.1690 0.001
H -0.6894 0.3527 2.9155 0.000
H -0.2238 -1.3528 2.8052 0.000
H -2.9036 0.8227 -0.4469 -0.005
H -2.2467 1.5910 1.0457 0.000
H -1.1059 -2.9592 0.6589 0.000
H -2.0769 -2.3228 -0.7051 0.000
```

---

Record 3
Density functional theory data (ωB97M-V with the def2-TZVPD basis set) for C12H24Cl2N2OY as an isolated structure at a distorted geometry.

## Properties
- charge = -1
- highest occupied orbital energy (Ha) = -0.0628
- lowest unoccupied orbital energy (hartree) = 0.096

XYZ file:
```
42
Properties=species:S:1:pos:R:3:lowdin_charge:R:1
Y 0.7763 -0.1902 -0.3409 0.531
Cl 0.3685 -2.7112 -0.8179 -0.115
Cl 1.2757 2.0217 0.8481 -0.138
C 2.7188 -0.3038 -0.8521 -0.449
H 3.2188 0.6715 -0.9127 -0.117
H 2.8818 -0.9472 -1.7371 -0.099
C -0.7624 1.3035 -1.7897 -0.211
C 0.3970 0.8326 -2.2230 -0.293
H -0.8337 1.9600 -0.9005 0.074
C 0.4019 -0.5437 -3.0167 -0.250
H 1.4839 1.1871 -2.0507 0.108
C -0.6451 -0.4172 -4.1785 -0.207
H 1.3987 -0.8375 -3.4239 0.106
H 0.1172 -1.4630 -2.3876 -0.059
C -2.0328 -0.1131 -3.5615 -0.189
H -0.3567 0.4543 -4.7887 0.101
H -0.6459 -1.2881 -4.8662 0.105
C -2.0448 1.0468 -2.4674 -0.178
H -2.7270 0.1631 -4.3719 0.091
H -2.4063 -1.0752 -3.1117 0.115
H -2.3639 1.9432 -3.0171 0.109
H -2.8273 0.7795 -1.7427 0.106
C 1.9135 -1.2889 2.6439 -0.062
N 0.8851 -1.0049 3.6326 -0.120
C 1.3139 -1.0126 5.0158 -0.071
C -0.3423 -0.6027 3.1867 -0.452
O -0.5838 -0.5431 1.9354 -0.116
N -1.3538 -0.2391 4.0402 -0.125
C -1.4695 -0.5212 5.4870 -0.056
C -2.5777 0.1549 3.3621 -0.062
H 2.7805 -1.7024 3.1750 0.084
H 2.2165 -0.3620 2.1191 0.041
H 1.5482 -2.0185 1.9086 0.060
H 1.3180 -0.0032 5.4530 0.092
H 0.6939 -1.6807 5.6262 0.072
H 2.3353 -1.3926 5.0319 0.079
H -2.4447 -0.1192 5.7691 0.073
H -1.4342 -1.6109 5.6786 0.092
H -0.6696 0.0237 6.0063 0.070
H -2.3790 0.9775 2.6710 0.093
H -2.9974 -0.6869 2.7989 0.094
H -3.2901 0.4732 4.1273 0.073
```

---

Record 4
Density functional theory data (ωB97M-V with the def2-TZVPD basis set) for C12H24Cl2N4O2PRu as an isolated structure at a distorted geometry.

## Properties
- charge = +2
- highest occupied orbital energy (spin up / spin down) (Ha) = -0.5043 / -0.5944
- lowest unoccupied orbital energy (spin up / spin down) (hartree) = -0.257 / -0.407
- spin multiplicity = 6

XYZ file:
```
46
Properties=species:S:1:pos:R:3:lowdin_spin:R:1
C -2.4462 1.9205 1.1188 0.080
C -1.0207 1.5227 1.0180 0.411
H -2.5371 2.8235 1.7336 0.008
H -3.0166 1.0899 1.5588 -0.001
H -2.8685 2.1008 0.1227 0.000
O -0.0917 1.9666 1.6786 0.409
Cl -2.2115 -0.1866 -0.6677 0.302
Ru 0.3375 -0.1298 -0.0736 2.160
P 0.2948 1.3798 -1.7544 -0.003
C 1.8516 2.3285 -1.7870 0.000
C 0.1837 0.6379 -3.4292 0.010
H -1.9500 2.2747 -2.0028 0.000
H -0.7232 3.3205 -2.7849 -0.001
H -0.9340 3.3557 -1.0061 0.000
C -0.9513 2.7156 -1.8950 0.003
H -0.6407 -0.0832 -3.4327 0.000
H -0.0041 1.4212 -4.1742 -0.001
H 1.8451 3.0320 -2.6276 0.000
H 2.6913 1.6283 -1.8859 0.000
H 1.1186 0.1128 -3.6479 0.002
H 1.9539 2.8839 -0.8449 0.000
C 2.0082 0.3138 0.5582 0.061
O 3.0707 0.6167 0.9400 0.040
Cl 1.1784 -1.7556 -1.5585 0.494
C 1.0612 -2.6486 1.4854 0.014
N 0.0467 -1.5370 1.6235 0.064
C 0.2418 -0.9315 2.9879 0.011
N 0.1402 -1.9368 4.0705 0.126
C 1.1552 -2.9877 3.8403 0.028
N 0.9464 -3.6657 2.5440 0.164
C -0.4169 -4.2399 2.4938 0.020
N -1.4460 -3.1994 2.7095 0.509
C -1.3218 -2.1822 1.6497 0.031
C -1.1980 -2.5637 4.0224 0.022
H 2.0698 -2.2045 1.5423 0.006
H 0.9129 -3.1288 0.5183 0.001
H -0.5299 -0.1657 3.1619 0.001
H 1.2395 -0.4792 3.0322 0.006
H 1.0727 -3.7380 4.6406 0.000
H 2.1595 -2.5387 3.8510 0.009
H -0.5782 -4.7244 1.5258 0.002
H -0.5036 -4.9849 3.2997 0.000
H -2.0744 -1.3995 1.8211 0.003
H -1.5024 -2.6648 0.6785 0.003
H -1.2431 -3.3421 4.7990 0.000
H -1.9676 -1.8064 4.2122 0.004
```

---

Repeat the second record exactly.
Density functional theory data (ωB97M-V with the def2-TZVPD basis set) for C12H24Cl2GdN3O2P2 as an isolated structure at a distorted geometry.

## Properties
- charge = +2
- highest occupied orbital energy (spin up / spin down) (Ha) = -0.5426 / -0.5381
- ΔE to the lowest compared entry with this formula, charge and spin (kJ/mol) = 0.0
- lowest unoccupied orbital energy (spin up / spin down) (hartree) = -0.289 / -0.378
- spin multiplicity = 8

XYZ file:
```
46
Properties=species:S:1:pos:R:3:lowdin_spin:R:1
C 4.0198 1.6977 2.2118 0.000
C 3.0526 0.8354 1.4760 0.000
H 4.7969 1.0361 2.5507 0.000
H 3.5020 2.1881 3.0707 0.000
H 4.4421 2.4402 1.5231 0.000
O 3.1655 -0.3482 1.2139 0.000
Cl 1.6300 1.7874 1.1052 0.004
Gd -0.7433 0.6812 -1.7766 6.796
P 1.9423 0.8495 -2.6957 0.017
C 2.8629 -0.4420 -3.6119 0.003
C 1.4726 2.0332 -4.0323 -0.004
H 3.0251 2.5689 -1.3611 0.000
H 4.0737 2.0665 -2.7148 0.002
H 3.9105 1.0124 -1.2861 0.000
C 3.3717 1.7073 -1.9412 0.007
H 1.0353 2.9453 -3.5788 0.000
H 2.3767 2.3125 -4.5993 0.000
H 3.6192 -0.0053 -4.2845 0.001
H 2.1630 -1.0485 -4.2053 0.000
H 0.7435 1.5706 -4.7210 0.000
H 3.3737 -1.0879 -2.8829 0.000
C 0.5979 -1.2368 -1.3674 -0.021
O 1.2238 -2.1850 -1.1226 0.009
Cl -2.8144 -0.0344 -2.9605 0.023
C -3.3351 -0.0306 2.8182 0.001
N -3.6558 0.0571 1.3707 -0.002
C -4.0479 -1.2813 0.8664 0.001
N -3.0566 -2.3381 1.1781 0.024
C -2.7367 -2.3330 2.6231 0.005
N -2.2780 -1.0136 3.1000 0.040
C -0.9825 -0.6212 2.5101 0.015
P -1.0600 -0.5081 0.6638 0.083
C -2.5535 0.6342 0.5954 -0.010
C -1.8449 -2.1999 0.3645 0.010
H -4.2576 -0.3513 3.3364 0.000
H -3.0117 0.9636 3.1740 0.000
H -4.1799 -1.2236 -0.2270 0.000
H -4.9889 -1.5527 1.3666 0.000
H -1.9487 -3.0794 2.8079 0.000
H -3.6592 -2.5976 3.1690 0.001
H -0.6894 0.3527 2.9155 0.000
H -0.2238 -1.3528 2.8052 0.000
H -2.9036 0.8227 -0.4469 -0.005
H -2.2467 1.5910 1.0457 0.000
H -1.1059 -2.9592 0.6589 0.000
H -2.0769 -2.3228 -0.7051 0.000
```